{"formula": "C5H10O", "method": "ωB97M-V with the def2-TZVPD basis set", "spin_multiplicity": 1, "gap_ev": 10.36, "fmax_ev_per_a": 1.76, "total_charge": 0, "e_tot_ha": -271.6935, "smiles": "C/C=C/[C@H](C)O", "elements": ["C", "C", "C", "C", "C", "O", "H", "H", "H", "H", "H", "H", "H", "H", "H", "H"], "positions_angstrom": [[2.287, 0.593, -0.813], [0.856, 0.153, -0.712], [0.405, -0.750, 0.169], [-1.001, -0.628, 0.711], [-2.160, -0.377, -0.245], [-0.725, 0.545, 1.495], [2.828, 0.378, 0.115], [2.374, 1.673, -0.996], [2.778, 0.079, -1.641], [0.146, 0.602, -1.408], [1.090, -1.233, 0.867], [-1.262, -1.461, 1.380], [-1.965, 0.490, -0.883], [-3.060, -0.148, 0.337], [-2.366, -1.243, -0.881], [-0.098, 0.971, 0.853]], "mulliken_charge": [-1.18, -0.19, -0.32, 0.22, -1.18, -0.56, 0.31, 0.32, 0.32, 0.28, 0.27, 0.32, 0.23, 0.34, 0.31, 0.51]}

=====

{"formula": "C4H13N2O", "method": "ωB97M-V with the def2-TZVPD basis set", "spin_multiplicity": 1, "gap_ev": 10.83, "fmax_ev_per_a": 4.07, "total_charge": 1, "e_tot_ha": -344.6588, "smiles": "NCC[C@@H]([NH3+])CO", "elements": ["N", "C", "C", "C", "N", "C", "O", "H", "H", "H", "H", "H", "H", "H", "H", "H", "H", "H", "H", "H"], "positions_angstrom": [[0.385, 0.018, 2.336], [-0.892, 0.383, 1.633], [-0.772, 1.071, 0.164], [0.201, 0.206, -0.652], [0.783, -1.132, -0.004], [-0.136, -0.093, -2.038], [1.052, -0.623, -2.725], [0.318, -0.838, 2.803], [0.556, 0.772, 3.057], [-1.665, -0.295, 1.364], [-1.294, 1.284, 2.160], [-1.710, 1.191, -0.320], [-0.328, 2.010, 0.471], [1.170, 0.790, -0.741], [1.230, -0.865, 0.878], [1.537, -1.342, -0.694], [0.130, -1.877, 0.318], [-0.896, -0.887, -1.984], [-0.398, 0.886, -2.416], [0.728, -0.660, -3.609]], "mulliken_charge": [-0.60, -0.72, -0.76, 0.12, -0.37, -0.71, -0.52, 0.22, 0.28, 0.41, 0.35, 0.46, 0.35, 0.29, 0.41, 0.39, 0.34, 0.35, 0.41, 0.32]}

=====

{"formula": "C4H9ClN2O", "method": "ωB97M-V with the def2-TZVPD basis set", "spin_multiplicity": 1, "gap_ev": 9.95, "fmax_ev_per_a": 1.71, "total_charge": 0, "e_tot_ha": -802.7048, "smiles": "CN/N=C(\\CO)CCl", "elements": ["C", "N", "N", "C", "C", "O", "C", "Cl", "H", "H", "H", "H", "H", "H", "H", "H", "H"], "positions_angstrom": [[2.369, -1.031, -0.764], [1.150, -0.771, -0.025], [0.336, 0.123, -0.703], [-0.693, 0.566, -0.078], [-1.062, 0.112, 1.319], [-1.194, -1.284, 1.424], [-1.538, 1.546, -0.800], [-3.208, 0.926, -1.062], [2.114, -1.487, -1.713], [2.974, -1.777, -0.204], [2.955, -0.122, -0.960], [1.374, -0.474, 0.932], [-0.361, 0.518, 2.080], [-2.054, 0.555, 1.632], [-0.437, -1.657, 0.952], [-1.108, 1.768, -1.775], [-1.617, 2.490, -0.257]], "mulliken_charge": [-0.82, -0.27, -0.42, 0.65, -0.59, -0.53, -0.67, -0.18, 0.26, 0.33, 0.29, 0.25, 0.25, 0.31, 0.48, 0.36, 0.29]}

=====

{"formula": "C33H75N5O3P", "method": "ωB97M-V with the def2-TZVPD basis set", "spin_multiplicity": 1, "gap_ev": 4.81, "fmax_ev_per_a": 2.24, "total_charge": -1, "e_tot_ha": -2143.0117, "elements": ["C", "C", "C", "C", "C", "C", "C", "C", "C", "C", "C", "C", "C", "C", "C", "C", "C", "C", "P", "C", "C", "N", "C", "C", "C", "C", "N", "H", "H", "H", "H", "H", "H", "H", "H", "H", "H", "H", "H", "H", "H", "H", "H", "H", "H", "H", "H", "H", "H", "H", "H", "H", "H", "H", "H", "H", "H", "H", "H", "H", "H", "H", "H", "H", "H", "H", "H", "H", "H", "H", "H", "H", "H", "H", "H", "H", "H", "H", "H", "H", "H", "C", "O", "N", "C", "C", "H", "H", "H", "H", "H", "H", "H", "C", "O", "N", "C", "C", "H", "H", "H", "H", "H", "H", "H", "C", "O", "N", "C", "C", "H", "H", "H", "H", "H", "H", "H"], "positions_angstrom": [[0.398, 2.113, 6.796], [-1.184, 2.107, 6.582], [-1.591, 0.624, 6.257], [-3.150, 0.343, 6.297], [-3.710, -0.161, 4.880], [-4.417, 1.076, 4.198], [-4.434, 1.042, 2.619], [-4.671, -0.389, 1.993], [-5.460, -0.191, 0.614], [-4.815, -0.976, -0.591], [-5.614, -0.539, -1.902], [-5.092, -1.240, -3.210], [-3.777, -0.554, -3.748], [-3.176, -1.314, -5.017], [-2.088, -0.352, -5.651], [-1.886, -0.598, -7.192], [-1.403, -2.091, -7.546], [-0.339, -1.928, -8.735], [-0.063, -3.536, -9.737], [1.583, -2.900, -10.535], [1.649, -1.363, -10.788], [1.625, -0.856, -11.985], [0.184, -5.193, -10.730], [-0.494, -6.443, -10.029], [-1.191, -7.399, -11.074], [-0.268, -8.542, -11.655], [0.691, -9.133, -10.672], [0.671, 1.742, 7.818], [0.834, 3.139, 6.664], [0.902, 1.451, 6.044], [-1.657, 2.507, 7.519], [-1.381, 2.821, 5.735], [-1.131, -0.021, 7.064], [-1.151, 0.269, 5.282], [-3.420, -0.373, 7.123], [-3.656, 1.321, 6.539], [-4.520, -0.895, 5.141], [-2.888, -0.610, 4.274], [-5.456, 1.234, 4.590], [-3.829, 1.994, 4.495], [-5.307, 1.677, 2.292], [-3.523, 1.476, 2.137], [-3.722, -0.970, 1.824], [-5.325, -1.044, 2.626], [-6.528, -0.542, 0.700], [-5.492, 0.892, 0.306], [-4.900, -2.086, -0.511], [-3.763, -0.617, -0.747], [-6.689, -0.820, -1.711], [-5.544, 0.579, -1.999], [-4.804, -2.293, -2.920], [-5.851, -1.298, -4.034], [-3.024, -0.582, -2.918], [-3.957, 0.529, -3.982], [-4.004, -1.557, -5.734], [-2.668, -2.231, -4.618], [-2.507, 0.695, -5.543], [-1.121, -0.338, -5.076], [-1.039, 0.080, -7.510], [-2.762, -0.280, -7.822], [-2.312, -2.618, -7.924], [-0.952, -2.534, -6.625], [0.627, -1.652, -8.214], [-0.744, -1.074, -9.356], [-0.811, -2.935, -10.861], [-1.360, -4.038, -9.265], [0.625, -4.119, -8.592], [1.668, -3.381, -11.554], [2.441, -3.278, -9.910], [1.743, -0.600, -9.971], [1.565, -1.623, -12.663], [1.281, -5.453, -10.827], [-0.258, -5.008, -11.756], [-1.266, -6.161, -9.260], [0.325, -6.956, -9.450], [-1.482, -6.755, -11.954], [-2.139, -7.874, -10.700], [0.308, -8.257, -12.569], [-0.962, -9.381, -11.978], [1.441, -9.542, -11.239], [0.220, -9.955, -10.279], [3.799, -0.215, 7.974], [3.260, 0.869, 7.892], [3.697, -1.207, 7.054], [4.371, -2.479, 7.219], [2.887, -0.986, 5.870], [4.435, -0.485, 8.832], [5.054, -2.635, 6.381], [3.628, -3.280, 7.236], [4.938, -2.500, 8.149], [3.277, -0.127, 5.320], [1.860, -0.769, 6.170], [2.902, -1.867, 5.230], [1.737, 6.546, 5.485], [2.227, 6.476, 4.378], [2.427, 6.488, 6.655], [1.770, 6.580, 7.941], [3.871, 6.331, 6.615], [0.650, 6.666, 5.630], [2.166, 7.444, 8.482], [1.973, 5.669, 8.510], [0.693, 6.696, 7.823], [4.306, 7.167, 6.065], [4.115, 5.404, 6.093], [4.279, 6.302, 7.622], [7.954, 6.945, 8.460], [7.364, 6.785, 7.410], [7.378, 6.971, 9.691], [8.155, 7.168, 10.898], [5.942, 6.795, 9.800], [9.046, 7.088, 8.494], [8.029, 6.302, 11.553], [7.802, 8.066, 11.411], [9.213, 7.285, 10.663], [5.667, 5.828, 9.375], [5.442, 7.583, 9.232], [5.631, 6.840, 10.843]], "mulliken_charge": [-0.73, -0.38, -0.47, -0.93, -0.40, -0.62, -0.75, -0.31, -0.71, -0.50, -0.74, -0.49, -0.57, -0.43, -0.77, -0.83, -0.30, -1.08, 0.71, -1.06, 0.15, -0.80, -1.04, -0.32, -0.78, -0.54, -0.57, 0.30, 0.17, 0.05, 0.29, 0.23, 0.28, 0.33, 0.48, 0.39, 0.28, 0.26, 0.26, 0.28, 0.34, 0.21, 0.32, 0.27, 0.23, 0.34, 0.24, 0.30, 0.35, 0.31, 0.21, 0.36, 0.14, 0.34, 0.29, 0.29, 0.38, 0.25, 0.41, 0.27, 0.28, 0.23, 0.32, 0.44, -0.29, -0.23, -0.25, 0.30, 0.35, 0.39, 0.27, 0.31, 0.26, 0.37, 0.33, 0.26, 0.39, 0.31, 0.31, 0.22, 0.22, 0.07, -0.54, 0.14, -0.93, -0.80, 0.25, 0.33, 0.33, 0.29, 0.29, 0.17, 0.39, 0.10, -0.58, 0.19, -0.89, -0.62, 0.27, 0.33, 0.30, 0.30, 0.30, 0.35, -0.05, 0.09, -0.54, 0.14, -0.93, -0.91, 0.25, 0.32, 0.32, 0.31, 0.25, 0.32, 0.39]}

=====

> Which formula does entry 1 have?

C5H10O

=====

> What is the formula in the first record?

C5H10O